Record 1
{
  "formula": "C11H21BaN2O9S2",
  "method": "the ωB97M-V functional and the def2-TZVPD basis",
  "fmax_ha_per_bohr": 0.08789,
  "s_squared": 0.750,
  "total_energy_ev": -55511.5867,
  "e_homo_ev": [-6.138, -9.011],
  "e_lumo_ev": [-0.86, -1.22],
  "gap_ha": [0.19386, 0.28635],
  "multiplicity": 2,
  "elements": ["Ba", "S", "S", "O", "O", "O", "O", "O", "O", "O", "O", "O", "N", "N", "C", "C", "C", "C", "C", "C", "C", "C", "C", "C", "C", "H", "H", "H", "H", "H", "H", "H", "H", "H", "H", "H", "H", "H", "H", "H", "H", "H", "H", "H", "H", "H"],
  "positions_angstrom": [[-1.92, -1.36, 5.35], [2.77, -1.24, -1.87], [1.26, 2.38, 3.97], [1.14, 1.82, 5.30], [-0.70, -1.64, 2.72], [-0.58, -3.08, 1.14], [1.78, -0.77, -2.80], [2.70, -2.85, -1.57], [-0.83, -1.08, 0.69], [0.53, 3.84, 4.08], [4.19, -0.76, -2.05], [2.54, 2.51, 3.39], [-0.70, -1.93, 1.50], [-3.81, 0.23, -4.05], [-1.96, -0.83, -2.79], [-2.50, -2.09, -3.14], [-4.35, -0.99, -4.30], [2.25, -0.60, -0.23], [0.64, 4.76, 2.96], [1.48, -3.44, -1.42], [-3.62, -2.20, -3.94], [1.04, -4.09, -2.64], [0.10, 1.63, 2.86], [0.93, 6.10, 3.59], [-2.69, 0.31, -3.26], [0.67, -2.76, -1.15], [0.19, 0.55, 2.98], [-2.39, 1.30, -2.95], [0.30, 2.01, 1.86], [1.31, 4.58, 2.13], [0.71, 6.89, 2.88], [1.47, -4.24, -0.68], [-5.16, -0.90, -5.01], [1.82, -1.43, 0.34], [-1.97, -2.94, -2.74], [1.93, 6.18, 4.01], [0.09, -4.61, -2.54], [-4.10, -3.13, -4.23], [0.96, -3.35, -3.44], [1.52, 0.19, -0.34], [-0.36, 4.74, 2.52], [1.74, -4.89, -2.89], [0.34, 6.18, 4.50], [-1.06, -0.80, -2.19], [3.14, -0.24, 0.30], [-0.86, 2.07, 3.15]]
}

Record 2
{
  "formula": "C11H21BiCl2NO",
  "method": "the ωB97M-V functional and the def2-TZVPD basis",
  "fmax_ha_per_bohr": 0.05207,
  "de_lowest_kcal_mol": 2.1,
  "total_charge": -1,
  "total_energy_ev": -46170.7259,
  "e_homo_ev": [-2.456, -2.458],
  "e_lumo_ev": [2.77, 2.77],
  "gap_ha": [0.19222, 0.19230],
  "multiplicity": 1,
  "elements": ["Bi", "Cl", "Cl", "O", "N", "C", "C", "C", "C", "C", "C", "C", "C", "C", "C", "C", "H", "H", "H", "H", "H", "H", "H", "H", "H", "H", "H", "H", "H", "H", "H", "H", "H", "H", "H", "H", "H"],
  "positions_angstrom": [[2.47, -0.14, -1.79], [0.80, -1.85, -1.11], [2.79, 1.59, -0.02], [-0.57, -0.12, 1.80], [-0.84, -0.52, 3.99], [-1.62, 0.55, -2.17], [1.31, 0.36, 3.26], [-0.08, -0.10, 2.93], [-1.61, -0.44, -3.35], [-1.06, 0.19, -4.63], [-2.17, -1.00, 3.69], [-0.41, 1.43, -2.13], [3.93, -1.31, -0.84], [0.33, 0.82, -4.43], [0.47, 1.52, -3.09], [-0.49, -0.31, 5.38], [-1.75, 0.98, -4.96], [4.72, -0.82, -0.26], [-1.25, -0.79, 6.00], [-0.45, 0.76, 5.64], [1.87, 0.45, 2.34], [-1.72, -0.01, -1.22], [-0.99, -1.30, -3.07], [0.51, 1.54, -5.25], [0.49, -0.75, 5.61], [1.09, 0.03, -4.55], [-2.12, -1.85, 3.00], [1.33, 2.20, -3.02], [-2.76, -0.21, 3.20], [3.81, -2.40, -0.85], [-2.64, -1.30, 4.63], [1.81, -0.35, 3.93], [-1.03, -0.56, -5.43], [-2.53, 1.18, -2.24], [1.27, 1.34, 3.75], [-2.62, -0.82, -3.53], [-0.29, 2.01, -1.21]]
}

Record 3
{
  "formula": "C11H21Br6Cl3O4Sr3",
  "method": "the ωB97M-V functional and the def2-TZVPD basis",
  "fmax_ha_per_bohr": 0.08891,
  "s_squared": 0.754,
  "total_charge": 3,
  "total_energy_ev": -480238.9879,
  "e_homo_ev": -16.146,
  "e_lumo_ev": -11.97,
  "gap_ha": 0.15331,
  "multiplicity": 2,
  "elements": ["Sr", "Sr", "Sr", "Br", "Br", "Br", "Br", "Br", "Br", "Cl", "Cl", "Cl", "O", "O", "O", "O", "C", "C", "C", "C", "C", "C", "C", "C", "C", "C", "C", "H", "H", "H", "H", "H", "H", "H", "H", "H", "H", "H", "H", "H", "H", "H", "H", "H", "H", "H", "H", "H"],
  "positions_angstrom": [[2.84, -2.29, -1.14], [-0.77, -3.39, -0.35], [0.64, -1.04, -4.05], [-3.25, 3.71, 0.17], [-1.32, 1.69, -3.60], [-0.64, -3.58, 5.18], [1.71, 2.92, 2.47], [-1.24, -5.37, 2.09], [2.08, -0.26, 5.85], [1.78, 3.35, -4.20], [1.69, 4.91, -1.90], [4.33, 4.35, -2.99], [-1.21, -2.05, -2.60], [-3.70, -2.65, -4.27], [1.88, 0.12, -2.06], [0.88, -1.55, 0.43], [2.73, 3.67, -2.72], [0.57, -0.24, 0.16], [-1.91, 2.69, -0.89], [2.00, 0.54, 4.05], [0.53, -4.84, 2.90], [-2.52, -1.65, -2.39], [1.47, 0.68, -0.78], [0.35, -3.44, 3.43], [-2.40, 2.72, -2.38], [1.86, 2.04, 4.25], [-3.53, -1.44, -3.48], [0.92, 1.60, -1.01], [1.17, -4.78, 2.02], [2.91, 0.34, 3.49], [1.34, -3.09, 3.71], [-0.38, -0.32, -0.37], [1.12, 0.16, 3.52], [-3.20, -0.68, -4.19], [-2.35, 3.74, -2.77], [2.70, 2.41, 4.84], [-2.90, -2.40, -1.69], [2.35, 1.12, -0.31], [-0.14, -2.74, 2.75], [-2.47, -0.73, -1.79], [2.74, 2.85, -2.00], [-1.96, 1.71, -0.43], [0.90, 2.26, 4.72], [0.94, -5.68, 3.47], [-4.44, -1.10, -3.00], [-3.41, 2.34, -2.45], [-0.92, 3.15, -0.77], [0.23, 0.26, 1.07]]
}

Record 4
{
  "formula": "C11H21BrF2NNbO9P",
  "method": "the ωB97M-V functional and the def2-TZVPD basis",
  "fmax_ha_per_bohr": 0.08612,
  "total_charge": -1,
  "total_energy_ev": -117985.2079,
  "e_homo_ev": -5.738,
  "e_lumo_ev": 0.94,
  "gap_ha": 0.24553,
  "multiplicity": 1,
  "elements": ["Nb", "Br", "P", "F", "F", "O", "O", "O", "O", "O", "O", "O", "O", "O", "N", "C", "C", "C", "C", "C", "C", "C", "C", "C", "C", "C", "H", "H", "H", "H", "H", "H", "H", "H", "H", "H", "H", "H", "H", "H", "H", "H", "H", "H", "H", "H", "H"],
  "positions_angstrom": [[0.78, 0.96, -0.10], [-0.40, 2.19, 1.93], [1.30, 3.36, -1.02], [2.45, -2.15, -0.87], [3.17, 1.62, -2.81], [-3.95, 0.87, -1.56], [2.90, 3.74, -0.69], [1.02, -1.98, -2.45], [3.48, 0.74, 3.46], [0.37, -0.89, 0.63], [4.01, -0.08, -1.82], [0.49, 4.36, -0.27], [1.02, 3.53, -2.65], [-2.18, 1.88, -0.56], [1.75, 0.01, -1.75], [-0.99, -1.17, 0.92], [3.02, 0.49, -2.08], [2.54, 0.24, 2.50], [2.67, 1.06, 1.17], [-1.18, -4.59, 0.28], [-1.69, -2.13, -0.12], [-3.41, 1.31, -0.60], [1.71, -1.41, -1.70], [-2.24, -3.45, 0.51], [-1.17, 1.14, -1.31], [-4.12, 1.19, 0.77], [-1.38, -5.15, -0.65], [-4.68, 0.23, 0.82], [-0.92, 1.78, -2.19], [-0.19, -4.09, 0.13], [-2.51, -1.56, -0.61], [1.06, 2.67, -3.11], [1.54, 0.34, 2.95], [2.89, 4.58, -0.20], [-0.97, -2.39, -0.91], [-1.14, -5.23, 1.18], [-2.53, -3.36, 1.58], [-4.82, 2.02, 0.97], [-1.53, 0.18, -1.72], [3.61, 0.83, 0.62], [2.74, -0.81, 2.23], [3.93, 1.52, 3.12], [-1.01, -1.72, 1.89], [-3.17, -3.70, -0.04], [2.76, 2.13, 1.49], [-1.65, -0.29, 1.06], [-3.40, 1.17, 1.61]]
}